# C4H5O2S

A structure of composition C4H5O2S (wB97M-V/def2-TZVPD, the Open Molecules 2025 dataset).

Cartesian coordinates (Å):
C: -0.096 -1.330 0.212
C: -2.352 0.746 0.010
C: 1.806 0.308 -0.345
C: 0.512 -0.115 0.330
O: -2.986 1.246 0.885
O: -1.894 0.963 -1.051
S: -1.776 -1.380 0.550
H: 0.328 -2.354 0.118
H: 2.375 -0.521 -0.806
H: 1.548 1.066 -1.048
H: 2.602 0.702 0.409
H: -0.066 0.670 0.736

Summary:
HOMO: -0.114 hartree
energy relative to the best compared isomer or geometry (same formula, charge and spin): 12.51 kcal per mole
total charge: -1
frontier orbital gap: 7.0 eV